C22H51BBrF2NO18P | ωB97M-V/def2-TZVPD

The geometry in XYZ format:
```
97
Properties=species:S:1:pos:R:3:lowdin_charge:R:1
C 1.022 1.999 3.718 -0.2014
C 0.326 0.993 2.808 -0.3374
P -0.665 1.902 1.467 0.6337
C -1.641 3.042 0.267 -0.2630
C -1.095 3.271 -1.142 -0.2364
C -0.048 4.385 -1.198 -0.0998
C -0.641 5.771 -1.179 -0.4944
O 0.056 6.759 -1.155 0.0828
O -1.985 5.913 -1.260 0.0914
O -0.058 0.847 0.210 -0.2479
C -0.728 -0.389 0.120 -0.3526
C -1.224 -0.338 -1.365 -0.0830
C -0.085 -0.138 -2.334 -0.1387
O -0.663 -0.009 -3.677 0.0097
C -0.265 -0.969 -4.499 -0.3598
O -0.975 -1.408 -5.386 0.0523
C 0.318 -1.522 0.072 -0.1031
C 0.710 -2.320 1.279 -0.6668
O 0.908 -1.998 2.402 0.0943
Br 0.967 -4.274 0.810 0.8007
C -2.007 -0.430 1.044 -0.2425
B -2.139 -1.418 2.328 -0.6198
O -2.619 -0.903 3.486 0.2102
O -1.850 -2.763 2.354 0.1658
N -3.312 -0.563 0.280 0.1407
C -3.786 -1.812 -0.013 -0.4877
O -4.934 -2.184 0.104 0.1589
F -2.857 -2.655 -0.474 0.1435
C -4.321 0.343 0.668 -0.4544
O -4.949 0.405 1.680 0.2169
F -4.582 1.181 -0.335 0.1527
O -2.093 0.832 1.606 -0.2308
H 1.403 1.485 4.590 0.0574
H 1.878 2.441 3.238 0.0420
H 0.344 2.791 4.022 0.0525
H -0.258 0.338 3.450 0.0712
H 1.127 0.454 2.313 0.0608
H 0.497 2.767 1.341 0.0341
H -1.266 2.675 2.546 0.0341
H -1.667 4.015 0.757 0.0695
H -2.668 2.704 0.224 0.0557
H -1.913 3.620 -1.767 0.1031
H -0.710 2.394 -1.639 0.0711
H 0.422 4.317 -2.172 0.1248
H 0.678 4.308 -0.405 0.1110
H -2.429 5.390 -0.583 0.1014
H -1.710 -1.259 -1.661 0.1165
H -1.894 0.494 -1.505 0.1262
H 0.483 0.762 -2.154 0.1244
H 0.609 -0.969 -2.376 0.0869
H 0.759 -1.358 -4.433 0.1253
H 0.039 -2.231 -0.693 0.0824
H 1.243 -1.086 -0.284 0.1490
H -3.017 -1.633 3.967 0.1190
H -1.596 -3.116 1.500 0.0497
C 2.296 -3.378 -6.885 -0.1555
O 2.414 -1.980 -7.123 -0.1271
H 3.287 -3.823 -6.930 0.0777
H 1.869 -3.563 -5.894 0.0612
H 1.663 -3.839 -7.647 0.0798
H 1.526 -1.612 -7.078 0.0643
C -7.001 3.976 0.596 -0.1664
O -5.625 3.914 0.934 -0.1272
H -7.196 4.959 0.172 0.0731
H -7.255 3.212 -0.145 0.0743
H -7.629 3.842 1.482 0.0740
H -5.456 3.043 1.306 0.0507
C 3.093 5.076 5.047 -0.1504
O 2.990 3.657 5.047 -0.1374
H 2.147 5.474 4.690 0.0812
H 3.282 5.457 6.055 0.0700
H 3.892 5.411 4.378 0.0735
H 3.825 3.303 5.360 0.0740
C 1.651 9.731 0.774 -0.1760
O 1.035 8.510 1.146 -0.1277
H 1.508 10.439 1.588 0.0703
H 2.725 9.596 0.606 0.0712
H 1.194 10.137 -0.134 0.0750
H 1.160 7.890 0.418 0.0419
C 2.054 -3.651 -2.649 -0.1516
O 2.626 -2.358 -2.877 -0.1380
H 1.722 -3.689 -1.612 -0.0142
H 1.193 -3.812 -3.306 0.0762
H 2.793 -4.439 -2.811 0.0831
H 2.924 -2.321 -3.789 0.0617
C 1.709 -8.557 0.626 -0.1575
O 1.993 -7.200 0.290 -0.1854
H 2.049 -9.186 -0.191 0.0711
H 2.241 -8.845 1.536 0.0674
H 0.635 -8.702 0.768 0.0781
H 1.693 -6.647 1.019 -0.0430
C 5.131 -9.917 0.934 -0.1543
O 4.152 -10.838 0.460 -0.1328
H 4.640 -9.234 1.621 0.0691
H 5.933 -10.440 1.464 0.0737
H 5.557 -9.341 0.109 0.0799
H 4.588 -11.438 -0.148 0.0697
```

Summary:
HOMO in eV: -4.916
DFT total energy in eV: -147429.166
Total charge: -1

=====

C22H51BrO21S6 | ωB97M-V/def2-TZVPD

The geometry in XYZ format:
```
101
Properties=species:S:1:pos:R:3:lowdin_charge:R:1
C -2.519 -2.582 -5.037 0.1081
C -1.760 -3.654 -5.231 -0.0477
C -0.701 -4.791 -5.729 -0.1492
O -0.154 -4.411 -7.054 -0.1124
C -0.006 -2.985 -7.151 -0.5099
O -0.784 -2.283 -7.894 0.0798
O 1.012 -2.219 -6.431 -0.4851
Br 2.457 -3.361 -6.140 0.8427
H -3.012 -1.534 -5.150 0.0606
H 0.205 -4.865 -4.996 0.1081
H -1.195 -5.827 -5.737 0.1348
C -6.780 2.823 -4.752 -0.0726
C -7.191 1.669 -5.648 -0.2604
O -6.389 1.604 -6.828 -0.2605
S -4.862 1.075 -6.693 0.6145
C -4.514 0.921 -8.423 -0.1152
O -4.874 -0.240 -6.101 -0.3034
O -4.048 2.141 -6.167 -0.2748
H -5.772 2.677 -4.357 0.0695
H -7.460 2.916 -3.903 0.0844
H -6.775 3.762 -5.312 0.0848
H -7.157 0.718 -5.109 0.1039
H -8.224 1.820 -5.972 0.1236
H -5.146 0.141 -8.846 0.0757
H -3.462 0.649 -8.524 0.0788
H -4.696 1.880 -8.907 0.0765
C 2.600 0.068 -3.940 -0.0706
C 4.081 -0.134 -4.210 -0.2769
O 4.883 0.784 -3.467 -0.2662
S 5.048 0.546 -1.870 0.6101
C 6.332 1.734 -1.590 -0.1220
O 5.579 -0.775 -1.647 -0.2845
O 3.856 1.012 -1.208 -0.2849
H 2.351 -0.169 -2.902 0.0726
H 1.996 -0.575 -4.583 0.0507
H 2.317 1.110 -4.109 0.0902
H 4.384 -1.164 -4.001 0.1067
H 4.277 0.053 -5.268 0.1229
H 7.233 1.416 -2.113 0.0743
H 6.516 1.775 -0.516 0.0680
H 5.996 2.708 -1.945 0.0769
C -4.968 -1.416 1.330 -0.0699
C -4.187 -0.968 0.108 -0.2635
O -4.701 -1.550 -1.091 -0.2653
S -6.109 -0.994 -1.675 0.6065
C -6.051 -1.822 -3.240 -0.1215
O -5.997 0.425 -1.895 -0.2850
O -7.186 -1.566 -0.907 -0.2867
H -5.997 -1.048 1.299 0.0704
H -4.507 -1.039 2.245 0.0615
H -5.017 -2.508 1.377 0.0860
H -4.170 0.123 0.028 0.1189
H -3.151 -1.301 0.207 0.1222
H -5.220 -1.426 -3.823 0.0386
H -6.995 -1.626 -3.752 0.0742
H -5.938 -2.893 -3.071 0.0778
C 10.787 5.960 0.489 -0.0771
C 10.319 4.835 -0.417 -0.2707
O 10.786 3.564 0.034 -0.2668
S 10.097 2.913 1.351 0.6094
C 10.826 1.303 1.225 -0.1209
O 8.677 2.799 1.129 -0.2879
O 10.637 3.556 2.522 -0.2802
H 10.346 5.874 1.485 0.0697
H 10.502 6.931 0.080 0.0811
H 11.873 5.927 0.612 0.0864
H 9.229 4.831 -0.513 0.1146
H 10.731 4.989 -1.418 0.1224
H 10.455 0.813 0.325 0.0734
H 10.531 0.738 2.110 0.0782
H 11.910 1.407 1.196 0.0758
C -3.712 1.067 6.527 -0.0735
C -2.562 1.987 6.158 -0.2603
O -1.506 1.279 5.510 -0.2630
S -1.728 0.794 3.979 0.6029
C -0.059 0.299 3.647 -0.1181
O -2.043 1.939 3.165 -0.2775
O -2.552 -0.392 3.984 -0.2986
H -4.197 0.663 5.634 0.0708
H -4.469 1.602 7.103 0.0827
H -3.351 0.216 7.111 0.0480
H -2.905 2.819 5.536 0.1153
H -2.145 2.418 7.072 0.1235
H 0.585 1.177 3.673 0.0763
H -0.041 -0.152 2.654 0.0767
H 0.247 -0.435 4.392 0.0714
C -0.995 -3.206 10.984 -0.0780
C -0.216 -2.764 9.758 -0.2702
O -0.735 -3.348 8.564 -0.2639
S -2.145 -2.791 7.982 0.6185
C -2.098 -3.623 6.419 -0.1134
O -2.030 -1.373 7.757 -0.2853
O -3.221 -3.356 8.757 -0.2789
H -2.023 -2.836 10.954 0.0691
H -0.531 -2.827 11.896 0.0803
H -1.047 -4.297 11.034 0.0859
H -0.197 -1.673 9.674 0.1157
H 0.819 -3.099 9.854 0.1221
H -1.268 -3.233 5.832 0.0718
H -3.043 -3.426 5.912 0.0810
H -1.987 -4.694 6.592 0.0751
```

Summary:
HOMO in eV: -10.101
SMILES: C#CCOC(=O)OBr.CCOS(C)(=O)=O.CCOS(C)(=O)=O.CCOS(C)(=O)=O.CCOS(C)(=O)=O.CCOS(C)(=O)=O.CCOS(C)(=O)=O
DFT total energy in eV: -201683.530